This record from the Open Molecules 2025 dataset describes a single C7H8N4 molecule in a non-equilibrium geometry. The level of theory is ωB97M-V/def2-TZVPD.

orbital gap (alpha / beta)	6.85 / 7.50	eV
molar mass	148.17	g mol⁻¹
relative energy (zero: lowest compared OMol25 entry of this formula, charge and spin)	162.5	kcal/mol
charge	0
LUMO (alpha / beta)	-0.0388 / -0.0278	Eh

CARTESIAN COORDINATES (ANGSTROEM)
1 C 3.6224 -0.0055 -0.1597
2 C 2.5834 0.8181 0.1392
3 C -0.9640 1.1034 -0.6027
4 C 0.2327 1.6023 0.2973
5 C -1.5659 -1.5961 -0.6482
6 C -0.1559 -0.6408 0.9910
7 C -1.3985 -0.2279 0.1812
8 N 4.4354 -0.5241 -0.7922
9 N 1.3181 0.6405 0.2313
10 N -0.4482 -2.4188 -0.2051
11 N 0.2726 -1.8836 0.6174
12 H -1.7300 1.9823 -0.5792
13 H -0.6913 0.9428 -1.5938
14 H 0.7162 2.5083 0.1357
15 H -0.1486 1.5623 1.2535
16 H -2.4881 -2.1788 -0.4285
17 H -1.2928 -1.2782 -1.6445
18 H -0.0187 -0.3911 1.9571
19 H -2.2785 -0.0152 0.8503

These are the Mulliken partial charges, in e, on atoms 1 to 2: 0.341, -0.108